ORCA calculation (ωB97M-V/def2-TZVPD) on an isolated molecule of C6H10O.

Each line ends with the Löwdin charge.
Geometry (Å):
O1 -1.00 2.86 -2.83  0.03
C1 -1.27 1.77 -2.32  -0.25
C2 -0.70 1.45 -0.98  -0.20
C3 -0.78 -0.06 -0.68  -0.23
C4 -0.03 -0.31 0.62  -0.17
C5 0.84 -1.28 0.83  -0.18
C6 1.56 -1.58 2.12  -0.11
H1 -2.03 1.05 -2.71  0.13
H2 0.37 1.70 -0.86  0.13
H3 -1.07 2.01 -0.14  0.11
H4 -1.80 -0.57 -0.53  0.13
H5 -0.27 -0.69 -1.59  0.16
H6 -0.19 0.42 1.46  0.13
H7 0.90 -2.07 0.08  0.11
H8 1.91 -2.56 2.18  0.04
H9 1.15 -1.26 3.14  0.09
H10 2.42 -0.89 2.21  0.07

LUMO energy, eV: 0.94
HOMO energy, eV: -9.34
Frontier orbital gap, hartree: 0.3780
DFT total energy, Eh: -309.78606
Energy relative to the best compared isomer or geometry (same formula, charge and spin), kJ/mol: 147.84
Net charge: 0
SMILES string: C/C=C/CCC=O

ORCA calculation (ωB97M-V/def2-TZVPD) on the ion C5H10NO2 with charge +1.

Each line ends with the Löwdin charge.
Geometry (Å):
C1 -0.47 0.71 -0.54  -0.08
C2 0.72 1.62 -0.17  -0.05
C3 0.25 -1.52 0.22  0.00
C4 2.41 -0.06 -0.27  -0.12
C5 -2.07 -0.98 0.28  0.03
N1 -0.72 -0.36 0.47  -0.20
O1 2.08 1.18 -0.52  0.07
O2 1.68 -1.04 0.07  0.05
H1 -1.42 1.27 -0.64  0.16
H2 -0.19 0.27 -1.42  0.12
H3 0.61 2.50 -0.72  0.12
H4 0.76 1.90 0.86  0.14
H5 0.39 -2.18 0.97  0.06
H6 3.36 -0.33 -0.66  0.17
H7 -2.66 -0.09 0.07  0.09
H8 -1.81 -1.49 -0.64  0.11
H9 -2.36 -1.50 1.23  0.14
H10 -0.59 0.12 1.40  0.20

LUMO energy, eV: -3.72
HOMO energy, eV: -12.31
Frontier orbital gap, hartree: 0.3155
DFT total energy, Eh: -401.33588
Energy relative to the best compared isomer or geometry (same formula, charge and spin), kJ/mol: 496.53
Net charge: +1

ORCA calculation (ωB97M-V/def2-TZVPD) on a structure of composition C54H71AlF9N12S.

Each line ends with the Löwdin charge.
Geometry (Å):
F1 0.51 2.20 0.28  0.08
C1 1.02 1.01 0.75  -0.43
F2 0.53 0.05 -0.04  0.10
C2 2.53 1.11 0.72  -0.08
C3 3.36 -0.09 1.19  -0.20
C4 3.59 -1.20 0.15  -0.30
C5 4.35 -0.68 -1.10  -0.35
Al1 3.37 -1.10 -2.85  0.14
C6 0.41 0.92 2.23  -0.39
F3 1.36 1.31 3.10  0.11
F4 -0.60 1.81 2.33  0.08
S1 -0.31 -0.74 2.82  0.79
F5 -1.39 0.01 3.73  -0.14
F6 0.66 -0.81 4.09  -0.15
F7 0.75 -1.55 1.97  -0.14
F8 -1.33 -0.71 1.60  -0.12
F9 -0.95 -2.12 3.28  -0.13
H1 2.77 1.34 -0.33  0.13
H2 2.77 2.00 1.30  0.12
H3 2.97 -0.48 2.14  0.09
H4 4.35 0.30 1.43  0.09
H5 4.22 -1.95 0.66  0.08
H6 2.66 -1.70 -0.13  0.06
H7 5.31 -1.20 -1.18  0.03
H8 4.59 0.39 -0.99  0.02
H9 1.78 -1.30 -2.49  -0.13
H10 3.90 -2.52 -3.44  -0.15
H11 3.56 0.11 -3.94  -0.17
N1 3.69 -4.07 3.02  0.02
C7 3.78 -5.43 3.16  -0.14
C8 5.08 -5.74 3.42  -0.12
C9 5.82 -4.52 3.40  -0.11
C10 4.93 -3.51 3.16  -0.14
H12 2.85 -3.56 2.80  0.14
H13 2.91 -6.05 3.04  0.09
H14 5.48 -6.73 3.57  0.08
H15 6.88 -4.41 3.54  0.09
H16 5.08 -2.45 3.04  0.10
N2 1.72 -8.49 4.27  0.01
C11 0.71 -7.65 4.63  -0.15
C12 -0.47 -8.34 4.51  -0.13
C13 -0.15 -9.66 4.07  -0.12
C14 1.21 -9.72 3.93  -0.14
H17 2.69 -8.25 4.23  0.13
H18 0.91 -6.64 4.92  0.11
H19 -1.46 -7.94 4.68  0.09
H20 -0.85 -10.45 3.86  0.09
H21 1.85 -10.52 3.60  0.10
N3 -1.27 4.78 2.49  0.01
C15 -2.35 5.50 2.92  -0.15
C16 -2.37 6.68 2.23  -0.13
C17 -1.26 6.66 1.34  -0.11
C18 -0.60 5.48 1.52  -0.13
H22 -1.01 3.86 2.82  0.11
H23 -3.00 5.11 3.69  0.11
H24 -3.09 7.47 2.36  0.10
H25 -0.98 7.44 0.64  0.09
H26 0.28 5.07 1.05  0.11
N4 1.12 -2.73 -5.92  0.03
C19 1.37 -3.61 -6.94  -0.16
C20 0.85 -4.83 -6.59  -0.14
C21 0.26 -4.67 -5.30  -0.12
C22 0.44 -3.37 -4.92  -0.14
H27 1.40 -1.77 -5.89  0.14
H28 1.90 -3.29 -7.82  0.11
H29 0.90 -5.73 -7.18  0.08
H30 -0.23 -5.44 -4.72  0.07
H31 0.17 -2.84 -4.02  0.09
N5 4.27 4.73 3.90  -0.01
C23 4.01 4.32 5.18  -0.13
C24 2.66 4.19 5.31  -0.10
C25 2.08 4.53 4.05  -0.11
C26 3.10 4.85 3.20  -0.13
H32 5.19 4.92 3.53  0.12
H33 4.81 4.17 5.89  0.11
H34 2.14 3.89 6.20  0.09
H35 1.03 4.54 3.81  0.06
H36 3.09 5.17 2.17  0.11
N6 -0.75 -6.71 -1.12  -0.01
C27 -0.80 -7.70 -0.17  -0.15
C28 -0.66 -7.10 1.05  -0.09
C29 -0.52 -5.71 0.83  -0.10
C30 -0.57 -5.50 -0.52  -0.12
H37 -0.79 -6.86 -2.12  0.14
H38 -0.92 -8.74 -0.44  0.11
H39 -0.64 -7.60 2.01  0.07
H40 -0.38 -4.95 1.57  0.08
H41 -0.48 -4.59 -1.10  0.11
N7 -3.98 -7.48 -1.71  0.01
C31 -4.95 -6.58 -1.37  -0.14
C32 -6.17 -7.15 -1.65  -0.12
C33 -5.91 -8.45 -2.18  -0.12
C34 -4.56 -8.62 -2.20  -0.15
H42 -2.99 -7.32 -1.60  0.10
H43 -4.70 -5.62 -0.96  0.11
H44 -7.13 -6.69 -1.49  0.08
H45 -6.65 -9.17 -2.50  0.08
H46 -3.95 -9.45 -2.52  0.10
N8 -4.60 7.10 -0.17  0.01
C35 -4.99 8.33 -0.62  -0.14
C36 -6.36 8.37 -0.62  -0.13
C37 -6.81 7.11 -0.14  -0.12
C38 -5.70 6.35 0.12  -0.14
H47 -3.65 6.79 -0.07  0.12
H48 -4.26 9.07 -0.91  0.10
H49 -6.97 9.20 -0.93  0.09
H50 -7.83 6.79 -0.02  0.09
H51 -5.60 5.34 0.50  0.11
N9 6.49 3.12 1.94  0.01
C39 6.92 1.82 1.84  -0.14
C40 7.96 1.80 0.95  -0.10
C41 8.17 3.14 0.51  -0.11
C42 7.25 3.93 1.14  -0.15
H52 5.72 3.42 2.51  0.10
H53 6.44 1.03 2.39  0.10
H54 8.50 0.92 0.63  0.09
H55 8.91 3.47 -0.20  0.09
H56 7.06 4.98 1.08  0.10
N10 -1.50 -3.33 -11.89  -0.01
C43 -1.37 -4.26 -10.89  -0.14
C44 -1.00 -3.61 -9.75  -0.10
C45 -0.90 -2.23 -10.06  -0.11
C46 -1.21 -2.09 -11.39  -0.15
H57 -1.76 -3.52 -12.83  0.14
H58 -1.55 -5.31 -11.08  0.10
H59 -0.81 -4.07 -8.79  0.08
H60 -0.63 -1.44 -9.39  0.09
H61 -1.26 -1.21 -12.01  0.10
N11 -0.92 6.45 6.09  0.01
C47 -1.93 6.60 6.99  -0.15
C48 -1.58 7.60 7.86  -0.12
C49 -0.30 8.08 7.45  -0.12
C50 0.08 7.35 6.35  -0.14
H62 -0.91 5.80 5.33  0.12
H63 -2.81 5.98 6.95  0.10
H64 -2.17 7.95 8.69  0.09
H65 0.27 8.87 7.91  0.09
H66 0.97 7.39 5.74  0.10
N12 -7.78 6.92 -5.92  -0.01
C51 -7.34 6.21 -4.83  -0.14
C52 -6.73 7.08 -3.97  -0.10
C53 -6.80 8.37 -4.56  -0.11
C54 -7.45 8.24 -5.76  -0.15
H67 -8.26 6.54 -6.71  0.14
H68 -7.50 5.14 -4.77  0.10
H69 -6.28 6.82 -3.03  0.08
H70 -6.42 9.29 -4.14  0.09
H71 -7.71 8.97 -6.50  0.10

LUMO energy, eV: 1.69
HOMO energy, eV: -5.30
Frontier orbital gap, hartree: 0.2569
DFT total energy, Eh: -4296.61631
Energy relative to the best compared isomer or geometry (same formula, charge and spin), kJ/mol: 0.00
Net charge: -1

ORCA calculation (ωB97M-V/def2-TZVPD) on a structure of composition C47H58As3N4O3PTi.

Each line ends with the Löwdin charge.
Geometry (Å):
Ti1 -0.27 0.04 -0.29  0.77
O1 0.89 -1.44 -0.09  -0.28
C1 1.25 -2.56 -0.71  -0.34
C2 2.49 -3.15 -0.43  -0.02
C3 2.86 -4.33 -1.05  -0.06
C4 2.01 -4.95 -1.97  -0.07
C5 0.81 -4.34 -2.29  -0.04
C6 0.43 -3.14 -1.68  -0.16
C7 -0.72 -2.44 -2.20  -0.04
N1 -1.04 -1.23 -1.88  -0.06
N2 -2.01 -0.68 -2.71  0.10
C8 -2.14 0.58 -2.42  -0.46
O2 -1.50 1.16 -1.44  -0.26
C9 -3.04 1.43 -3.23  -0.15
C10 -4.05 0.85 -4.00  -0.02
C11 -4.89 1.65 -4.75  -0.07
C12 -4.72 3.03 -4.75  -0.08
C13 -3.71 3.61 -4.00  -0.07
C14 -2.87 2.81 -3.24  -0.03
H1 3.14 -2.67 0.30  0.11
H2 3.81 -4.78 -0.81  0.11
H3 2.30 -5.87 -2.44  0.11
H4 0.17 -4.78 -3.04  0.12
H5 -1.28 -2.90 -3.01  0.14
H6 -4.17 -0.23 -4.00  0.11
H7 -5.68 1.20 -5.34  0.11
H8 -5.38 3.65 -5.34  0.11
H9 -3.57 4.68 -4.01  0.11
H10 -2.08 3.25 -2.65  0.11
O3 1.90 0.28 -2.35  0.00
N3 1.26 1.14 -1.45  -0.08
C15 1.46 2.35 -1.78  -0.05
C16 0.92 3.59 -1.21  -0.18
C17 1.29 4.72 -1.95  -0.03
C18 0.88 6.00 -1.61  -0.05
C19 0.08 6.17 -0.50  -0.04
C20 -0.30 5.07 0.25  -0.08
C21 0.11 3.78 -0.07  -0.28
P1 -0.49 2.45 1.04  1.09
C22 0.43 2.71 2.59  -0.40
C23 0.19 1.81 3.62  -0.14
C24 0.90 1.89 4.81  -0.07
C25 1.87 2.87 4.97  -0.08
C26 2.12 3.77 3.95  -0.07
C27 1.40 3.69 2.76  -0.08
C28 -2.17 3.06 1.44  -0.37
C29 -3.12 3.09 0.42  -0.10
C30 -4.41 3.54 0.68  -0.06
C31 -4.76 3.96 1.95  -0.07
C32 -3.81 3.95 2.96  -0.07
C33 -2.52 3.51 2.71  -0.09
H11 2.04 -0.53 -1.84  0.08
H12 2.11 2.50 -2.64  0.14
H13 1.92 4.59 -2.83  0.12
H14 1.18 6.84 -2.22  0.11
H15 -0.26 7.16 -0.21  0.12
H16 -0.93 5.23 1.12  0.11
H17 -0.54 1.01 3.49  0.05
H18 0.70 1.18 5.61  0.10
H19 2.42 2.94 5.90  0.11
H20 2.87 4.54 4.07  0.11
H21 1.62 4.39 1.96  0.10
H22 -2.85 2.76 -0.57  0.07
H23 -5.13 3.56 -0.13  0.11
H24 -5.76 4.31 2.15  0.11
H25 -4.07 4.29 3.96  0.11
H26 -1.79 3.52 3.51  0.10
C34 -0.18 -1.82 5.01  -0.32
As1 -0.10 -1.81 3.04  1.13
C35 1.68 -2.62 2.93  -0.30
C36 -1.08 -3.46 2.59  -0.34
C37 -2.61 -3.39 2.53  -0.66
C38 -3.15 -2.77 3.82  -0.08
C39 -3.13 -2.63 1.30  -0.33
As2 -2.76 -0.72 0.96  1.14
C40 -4.26 -0.47 -0.27  -0.27
C41 -3.57 0.17 2.50  -0.27
C42 -3.19 -4.82 2.48  -0.38
As3 -3.09 -6.13 0.98  1.15
C43 -1.41 -5.72 0.05  -0.36
C44 -4.31 -5.31 -0.33  -0.35
H27 -0.19 -2.84 5.40  0.03
H28 -1.06 -1.29 5.37  0.01
H29 0.71 -1.31 5.38  0.01
H30 1.83 -3.30 3.77  0.04
H31 2.44 -1.84 2.93  0.00
H32 1.76 -3.19 2.00  0.00
H33 -0.78 -4.24 3.30  0.09
H34 -0.68 -3.76 1.61  0.05
H35 -2.79 -1.76 3.97  0.03
H36 -2.84 -3.37 4.68  0.09
H37 -4.24 -2.74 3.81  0.09
H38 -4.22 -2.68 1.30  0.08
H39 -2.79 -3.12 0.39  0.04
H40 -5.19 -0.71 0.24  0.04
H41 -4.14 -1.12 -1.14  0.03
H42 -4.29 0.57 -0.61  0.02
H43 -3.97 1.13 2.17  0.01
H44 -2.86 0.34 3.31  0.01
H45 -4.40 -0.44 2.87  0.04
H46 -4.28 -4.77 2.65  0.07
H47 -2.79 -5.37 3.34  0.06
H48 -0.56 -5.94 0.69  0.02
H49 -1.35 -4.68 -0.28  -0.01
H50 -1.36 -6.36 -0.82  0.02
H51 -5.23 -5.02 0.17  0.02
H52 -4.56 -6.06 -1.08  0.01
H53 -3.89 -4.43 -0.83  0.00
C45 5.49 -0.06 2.04  -0.08
C46 4.51 1.07 2.40  -0.21
C47 3.18 0.82 1.87  -0.17
N4 2.12 0.63 1.46  0.20
H54 6.47 0.16 2.45  0.08
H55 5.58 -0.17 0.96  0.08
H56 5.15 -1.01 2.45  0.07
H57 4.85 2.02 2.00  0.12
H58 4.42 1.19 3.48  0.12

LUMO energy (spin up / spin down), eV: -2.77 / -2.84
HOMO energy (spin up / spin down), eV: -10.00 / -10.21
Multiplicity: 2
Frontier orbital gap (spin up / spin down), hartree: 0.2656 / 0.2708
DFT total energy, Eh: -10168.52692
Energy relative to the best compared isomer or geometry (same formula, charge and spin), kJ/mol: 0.00
Net charge: +1
<S²>: 0.757

ORCA calculation (ωB97M-V/def2-TZVPD) on a cluster of 2 separate species, C24H23NO3 in total.

Each line ends with the Löwdin charge.
Geometry (Å):
C1 3.90 0.27 1.81  -0.05
C2 4.07 -0.40 0.48  -0.64
N1 4.30 0.43 -0.57  0.09
C3 4.13 0.09 -1.87  -0.65
C4 4.68 1.06 -2.87  -0.05
O1 3.57 -0.91 -2.26  -0.01
O2 3.99 -1.60 0.42  0.01
H1 4.10 1.34 1.72  0.06
H2 2.88 0.14 2.16  0.06
H3 4.58 -0.14 2.55  0.07
H4 4.82 2.04 -2.41  0.06
H5 5.64 0.72 -3.26  0.07
H6 3.99 1.17 -3.71  0.06
C5 0.97 6.14 -0.82  -0.03
C6 0.81 4.66 -0.85  -0.24
C7 1.15 3.94 -1.99  -0.01
C8 1.02 2.58 -2.02  0.02
C9 0.53 1.86 -0.92  -0.17
C10 0.45 0.44 -1.04  0.15
C11 -0.20 -0.55 -0.27  -0.17
C12 -1.05 -0.30 0.83  0.02
C13 -1.65 -1.32 1.52  0.02
C14 -1.46 -2.66 1.13  -0.16
O3 -2.09 -3.74 1.80  0.01
C15 -3.51 -3.85 1.72  -0.21
C16 -4.08 -4.75 0.81  -0.01
C17 -5.44 -4.82 0.64  -0.08
C18 -6.27 -3.99 1.38  -0.09
C19 -5.73 -3.11 2.30  -0.08
C20 -4.37 -3.05 2.48  -0.02
C21 -0.63 -2.92 0.02  0.04
C22 -0.04 -1.90 -0.66  0.04
C23 0.21 2.60 0.24  0.01
C24 0.35 3.97 0.26  -0.01
H7 0.48 6.58 0.04  0.08
H8 2.03 6.42 -0.78  0.10
H9 0.55 6.60 -1.71  0.09
H10 1.51 4.47 -2.85  0.12
H11 1.28 2.04 -2.91  0.13
H12 0.98 0.04 -1.90  0.12
H13 -1.30 0.71 1.10  0.10
H14 -2.28 -1.12 2.36  0.11
H15 -3.43 -5.38 0.23  0.12
H16 -5.86 -5.49 -0.08  0.11
H17 -7.33 -4.02 1.23  0.10
H18 -6.38 -2.46 2.86  0.11
H19 -3.94 -2.38 3.20  0.11
H20 -0.52 -3.94 -0.31  0.13
H21 0.56 -2.11 -1.53  0.14
H22 -0.08 2.09 1.14  0.10
H23 0.10 4.51 1.16  0.12

LUMO energy, eV: -2.98
HOMO energy, eV: -6.73
Frontier orbital gap, hartree: 0.1380
DFT total energy, Eh: -1208.70962
Energy relative to the best compared isomer or geometry (same formula, charge and spin), kJ/mol: 463.87
Net charge: 0

ORCA calculation (ωB97M-V/def2-TZVPD) on a structure of composition C26H45N3P2Sc.

Each line ends with the Löwdin charge.
Geometry (Å):
Sc1 -0.11 -0.01 -0.17  0.81
C1 1.50 -2.11 -0.19  -0.27
C2 1.53 -1.22 -1.32  -0.34
C3 2.77 -0.29 0.41  -0.24
C4 2.33 -1.56 0.82  -0.22
C5 2.26 -0.04 -0.91  -0.29
C6 1.02 -3.52 -0.24  -0.04
H1 0.16 -3.65 -0.91  0.07
H2 0.76 -3.90 0.75  0.06
H3 1.84 -4.14 -0.63  0.11
C7 2.86 -2.29 2.00  -0.01
H4 2.35 -3.24 2.17  0.08
H5 2.80 -1.71 2.93  0.07
H6 3.93 -2.51 1.83  0.11
C8 3.76 0.56 1.11  -0.01
H7 4.74 0.43 0.63  0.11
H8 3.87 0.30 2.17  0.08
H9 3.51 1.63 1.06  0.08
C9 2.68 1.09 -1.76  -0.04
H10 3.53 0.75 -2.37  0.11
H11 3.02 1.96 -1.18  0.07
H12 1.89 1.41 -2.46  0.05
C10 1.21 -1.63 -2.71  -0.04
H13 2.05 -2.23 -3.10  0.11
H14 1.10 -0.77 -3.37  0.05
H15 0.30 -2.25 -2.77  0.07
C11 -2.23 0.18 -0.91  -0.19
C12 -1.70 -0.90 -1.60  -0.15
C13 -2.05 -1.05 -3.06  -0.14
C14 -1.31 -0.13 -4.06  -0.16
C15 -0.48 0.96 -3.46  -0.12
C16 -1.07 1.95 -2.80  -0.11
C17 -2.56 2.01 -2.72  -0.17
C18 -3.18 1.07 -1.66  -0.16
H16 -3.13 -0.93 -3.25  0.13
H17 -2.07 0.27 -4.76  0.13
H18 -1.88 -2.09 -3.37  0.12
H19 -3.97 0.50 -2.17  0.13
H20 -2.30 0.26 0.18  0.08
H21 -1.40 -1.84 -1.11  0.10
H22 -3.74 1.70 -0.95  0.11
H23 -2.89 3.04 -2.55  0.12
H24 -0.54 2.84 -2.47  0.08
H25 -3.02 1.77 -3.69  0.12
H26 -0.69 -0.76 -4.71  0.12
H27 0.57 1.02 -3.78  0.10
P1 -1.53 -1.80 1.91  0.80
C19 -0.66 -2.83 3.15  -0.24
H28 -1.37 -3.33 3.82  0.06
H29 0.02 -2.20 3.75  0.04
H30 -0.05 -3.59 2.64  0.03
C20 -2.58 -0.71 2.94  -0.26
H31 -3.12 -1.27 3.72  0.06
H32 -3.30 -0.17 2.31  0.04
H33 -1.94 0.04 3.43  0.04
C21 -2.67 -2.99 1.14  -0.28
H34 -3.33 -2.46 0.43  0.04
H35 -3.28 -3.53 1.87  0.06
H36 -2.08 -3.70 0.55  0.04
P2 0.02 2.82 0.56  0.82
C22 0.97 3.84 -0.61  -0.27
H37 0.68 4.90 -0.64  0.06
H38 0.91 3.42 -1.62  0.01
H39 2.04 3.78 -0.33  0.05
C23 -1.75 3.26 0.63  -0.25
H40 -2.27 3.14 -0.33  0.02
H41 -1.94 4.28 0.99  0.06
H42 -2.24 2.56 1.34  0.05
C24 0.64 3.47 2.15  -0.25
H43 0.57 4.57 2.22  0.07
H44 1.70 3.18 2.26  0.05
H45 0.10 3.02 2.99  0.05
N1 0.36 0.32 1.96  -0.04
C25 0.96 0.33 2.99  -0.37
N2 1.40 0.39 4.16  0.11
C26 2.42 0.23 4.97  -0.37
N3 3.27 0.12 5.77  0.11

LUMO energy, eV: -4.35
HOMO energy, eV: -10.35
Frontier orbital gap, hartree: 0.2203
DFT total energy, Eh: -2625.13598
Energy relative to the best compared isomer or geometry (same formula, charge and spin), kJ/mol: 215.89
Net charge: +1

ORCA calculation (ωB97M-V/def2-TZVPD) on an isolated molecule of C2H7N3O.

Each line ends with the Löwdin charge.
Geometry (Å):
C1 -1.83 -0.31 -0.23  -0.04
C2 0.46 -0.85 0.15  -0.27
H1 -1.92 -1.17 -0.81  0.06
H2 -2.00 -0.42 0.83  0.07
H3 -2.56 0.53 -0.46  0.11
H4 -0.40 1.20 1.10  0.15
H5 0.11 -1.85 0.41  0.11
H6 2.98 0.73 0.24  0.08
H7 1.57 1.14 -0.66  0.09
N1 -0.38 0.07 -0.39  -0.21
N2 1.77 -0.84 0.08  -0.02
N3 2.26 0.36 -0.40  -0.05
O1 -0.07 1.41 0.14  -0.09

LUMO energy, eV: 0.51
HOMO energy, eV: -8.15
Frontier orbital gap, hartree: 0.3184
DFT total energy, Eh: -319.76526
Energy relative to the best compared isomer or geometry (same formula, charge and spin), kJ/mol: 484.46
Net charge: 0
SMILES string: CN(O)/C=N\N

ORCA calculation (ωB97M-V/def2-TZVPD) on a cluster of 3 separate species, C2H7O4 in total.

Each line ends with the Löwdin charge.
Geometry (Å):
O1 -0.31 -1.28 0.47  -0.10
C1 -0.49 -0.07 0.79  -0.71
O2 -1.05 0.41 1.85  -0.14
C2 -0.25 1.11 -0.32  -0.05
H1 0.20 2.00 0.03  0.02
H2 -1.29 1.46 -0.49  0.06
H3 0.06 0.81 -1.34  0.05
H4 -1.11 -1.51 -1.25  0.00
H5 -1.10 -2.10 -2.60  0.00
O3 -1.68 -1.56 -2.07  -0.10
H6 2.14 -0.40 1.78  0.00
H7 2.10 0.86 1.49  -0.02
O4 2.78 0.26 1.65  -0.02

LUMO energy, eV: 4.02
HOMO energy, eV: -4.58
Frontier orbital gap, hartree: 0.3158
DFT total energy, Eh: -381.42274
Energy relative to the best compared isomer or geometry (same formula, charge and spin), kJ/mol: 98.34
Net charge: -1

net charge of number 3 (C54H71AlF9N12S)?
-1